(1)
Entry from the Open Molecules 2025 dataset: a structure of composition C18H20N3OPtSb (wB97M-V/def2-TZVPD).

XYZ file:
```
44
Properties=species:S:1:pos:R:3:forces:R:3
Pt -0.076 0.189 0.194 -0.0845 1.0392 0.9799
C 1.398 -1.640 -1.643 0.0180 0.0230 0.0248
C 2.359 -0.829 -0.833 0.0865 0.0968 0.0961
C 3.732 -0.953 -0.962 0.0477 -0.0361 -0.0373
C 4.577 -0.179 -0.188 0.0273 0.0177 0.0173
C 4.030 0.722 0.717 0.0131 -0.0604 -0.0623
C 2.656 0.828 0.826 0.2297 -0.2325 -0.2288
N 1.857 0.059 0.058 0.5926 -0.1954 -0.1616
Sb 1.809 2.207 2.210 -0.0138 0.2392 0.2447
C 0.551 3.062 0.675 -0.1971 -0.1228 -0.1495
C 0.434 4.437 0.647 0.0025 -0.0327 0.0335
C -0.263 5.042 -0.396 -0.0087 0.0383 -0.0170
C -0.796 4.253 -1.390 -0.0274 0.0745 -0.0140
C -0.658 2.868 -1.332 0.1155 -0.0044 0.1362
C -1.204 2.019 -2.438 0.0417 -0.0060 0.0419
N -0.007 2.300 -0.298 -0.1903 -0.1273 -0.8444
C 0.551 0.672 3.066 -0.1940 -0.1528 -0.1255
C 0.435 0.644 4.441 0.0029 0.0340 -0.0342
C -0.264 -0.397 5.047 -0.0093 -0.0169 0.0374
C -0.800 -1.390 4.259 -0.0266 -0.0130 0.0755
C -0.662 -1.332 2.874 0.1144 0.1344 -0.0046
C -1.212 -2.437 2.025 0.0419 0.0406 -0.0060
N -0.009 -0.301 2.304 -0.1897 -0.8356 -0.1258
H 1.930 -2.310 -2.315 0.0163 0.0087 0.0088
H 0.765 -2.253 -0.996 -0.0070 0.0014 -0.0064
H 0.762 -0.994 -2.253 -0.0074 -0.0060 0.0005
H 4.126 -1.664 -1.675 -0.0042 0.0166 0.0166
H 5.651 -0.276 -0.288 -0.0426 0.0073 0.0076
H 4.671 1.338 1.333 -0.0125 -0.0008 -0.0005
H 0.882 5.037 1.427 0.0027 -0.0056 -0.0020
H -0.371 6.119 -0.433 0.0124 -0.0277 0.0082
H -1.317 4.696 -2.229 0.0132 -0.0220 0.0171
H -0.789 2.345 -3.392 -0.0259 0.0113 0.0011
H -0.947 0.970 -2.301 0.0357 -0.0692 0.0534
H -2.288 2.111 -2.506 0.0071 0.0240 0.0119
H 0.884 1.425 5.040 0.0027 -0.0024 -0.0057
H -0.371 -0.433 6.124 0.0127 0.0081 -0.0276
H -1.323 -2.227 4.703 0.0131 0.0167 -0.0219
H -0.799 -3.393 2.350 -0.0259 0.0011 0.0110
H -2.297 -2.503 2.118 0.0070 0.0119 0.0243
H -0.956 -2.300 0.976 0.0358 0.0528 -0.0681
O -2.159 0.285 0.271 -0.5243 0.1258 0.1329
H -2.650 0.870 0.859 0.0418 -0.0033 0.0032
H -2.780 -0.239 -0.248 0.0569 -0.0504 -0.0410
```
Positions in Å, forces in eV/Å.

Computed properties:
Total charge: +2
DFT total energy, eV: -35277.670
Molecular weight, g/mol: 611.2
Spin multiplicity: 1

In the Mulliken picture, each atom carries the following charge in e: number 1, Pt, carries 1.25; number 2, C, carries -1.57; number 3, C, carries 1.19; number 4, C, carries -0.85; number 5, C, carries -0.44; number 6, C, carries -0.81; number 7, C, carries 0.38; number 8, N, carries -0.35; number 9, Sb, carries 0.91; number 10, C, carries -0.04; number 11, C, carries -0.71; number 12, C, carries -0.43; number 13, C, carries -0.73; number 14, C, carries 0.88; number 15, C, carries -1.25; number 16, N, carries 0.02; number 17, C, carries -0.04; number 18, C, carries -0.71; number 19, C, carries -0.43; number 20, C, carries -0.73; number 21, C, carries 0.88; number 22, C, carries -1.26; number 23, N, carries 0.02; number 24, H, carries 0.43; number 25, H, carries 0.28; number 26, H, carries 0.28; number 27, H, carries 0.47; number 28, H, carries 0.44; number 29, H, carries 0.45; number 30, H, carries 0.43; number 31, H, carries 0.44; number 32, H, carries 0.49; number 33, H, carries 0.43; number 34, H, carries 0.04; number 35, H, carries 0.33; number 36, H, carries 0.43; number 37, H, carries 0.44; number 38, H, carries 0.49; number 39, H, carries 0.43; number 40, H, carries 0.34; number 41, H, carries 0.04; number 42, O, carries -0.44; number 43, H, carries 0.28; number 44, H, carries 0.30

***

(2)
Entry from the Open Molecules 2025 dataset: the molecule C3H4N2O (wB97M-V/def2-TZVPD).

XYZ file:
```
10
Properties=species:S:1:pos:R:3:forces:R:3
O 1.758 0.965 -0.354 -0.0795 0.9426 0.8121
C 0.561 0.404 -0.077 1.5897 -0.7331 -1.0348
C -0.100 -0.637 -0.698 0.9200 -0.3770 -1.3908
C -1.227 -0.808 0.089 -0.1430 1.5879 0.4697
N -1.268 0.098 1.074 -1.8074 -2.0285 0.0976
N -0.145 0.788 0.985 0.0554 0.4697 0.5055
H 2.239 0.511 -1.037 -0.0785 -0.4572 -0.3568
H 0.160 -1.198 -1.642 -0.1835 0.9334 1.4052
H -2.032 -1.440 -0.168 -0.8253 -0.5329 0.3431
H 0.054 1.317 1.829 0.5521 0.1952 -0.8508
```
Positions in Å, forces in eV/Å.

Computed properties:
DFT total energy, eV: -8202.486
Molecular weight, g/mol: 84.1
Spin multiplicity: 1
SMILES: Oc1ccn[nH]1
Energy above the lowest of the compared OMol25 structures with the same formula, charge and spin, kJ/mol: 135.0

In the Mulliken picture, each atom carries the following charge in e: number 1, O, carries -0.53; number 2, C, carries 0.51; number 3, C, carries -0.25; number 4, C, carries -0.46; number 5, N, carries -0.80; number 6, N, carries 0.26; number 7, H, carries 0.32; number 8, H, carries 0.26; number 9, H, carries 0.41; number 10, H, carries 0.28

***

| no. | HOMO level (eV) | HOMO-LUMO gap (eV) | strongest force on any atom (eV/A) |
| --- | --- | --- | --- |
| 1 | -14.97 | 8.2 | 1.4 |
| 2 | -8.63 | 9.3 | 2.7 |